a | ORCA calculation (wB97M-V/def2-TZVPD) on 13 unconnected molecules or ions with the total composition H26O13.

Charge   0
Gap between HOMO and LUMO   8.1 eV

Last column: Löwdin charge in e.
CARTESIAN COORDINATES (ANGSTROEM)
O  -5.7973  0.0579  0.2894  -0.062
O  0.8487  -4.4862  -1.4199  -0.070
O  -0.2652  2.2398  1.2724  -0.165
O  2.5521  -1.3440  -0.5298  -0.023
O  -0.1718  -0.6287  -0.7306  -0.060
O  1.4167  -1.7294  4.5787  -0.058
O  1.4709  3.3246  0.4629  -0.057
O  -1.7995  -1.1756  1.6570  -0.039
O  2.8329  2.3749  -1.7795  -0.044
O  -1.5034  2.1941  -2.5991  -0.051
O  -1.4731  3.4478  1.7824  -0.096
O  0.7108  -1.4050  -2.7410  -0.079
O  0.8751  -3.8225  0.7966  -0.071
H  -6.2742  -0.7114  -0.0418  0.034
H  -1.3918  1.8913  -1.6909  0.012
H  -1.2162  -1.9239  1.4878  0.022
H  0.9867  -0.7936  -2.0488  -0.030
H  1.4696  4.2872  0.5108  0.078
H  -1.5752  3.9083  0.9418  0.068
H  0.4158  -0.0228  -0.2652  0.032
H  0.0646  -4.0141  -1.7222  0.035
H  2.3267  -1.8607  4.2893  0.034
H  0.8966  -1.8406  3.7748  0.018
H  -0.8832  2.9274  -2.6797  0.033
H  0.9868  -5.1648  -2.0902  0.042
H  3.4338  -1.3505  -0.1405  0.065
H  3.4073  2.8280  -2.4070  0.054
H  0.6868  2.1154  1.1872  0.009
H  -5.3429  0.4042  -0.4868  0.029
H  0.8578  -2.8680  0.6633  -0.002
H  -0.4387  2.0883  2.2083  0.076
H  -0.0550  -4.0755  0.8010  0.036
H  2.2913  -0.4165  -0.5042  0.013
H  1.2211  3.1347  -0.4484  0.034
H  -1.2807  -0.4086  1.3894  -0.002
H  -2.1834  2.7964  1.7807  0.067
H  2.9042  1.4456  -2.0250  0.038
H  0.0229  -0.9259  -3.2166  0.038
H  -1.0274  -0.4979  -0.3066  0.042

***

b | ORCA calculation (wB97M-V/def2-TZVPD) on a molecular structure, H26O13.

Charge   0
Gap between HOMO and LUMO   5.5 eV

Last column: Löwdin charge in e.
CARTESIAN COORDINATES (ANGSTROEM)
O  -1.0371  -1.2594  1.4605  -0.056
O  1.3190  1.5546  1.8767  0.096
O  2.2573  -0.0253  1.1898  -0.087
O  0.9779  -1.9437  0.8878  -0.087
O  -1.7123  -0.3059  -1.1117  0.128
O  0.7378  0.9800  -2.1932  -0.034
O  1.9557  -1.4563  -1.0431  -0.059
O  -2.6871  -1.6291  -0.0585  -0.038
O  -0.9786  2.0159  -0.3136  0.003
O  0.2381  -0.9508  -2.0063  0.070
O  0.1765  0.0486  0.0071  -0.203
O  -0.6159  0.9042  1.5932  0.024
O  2.2533  1.5172  -0.2831  -0.014
H  -0.7351  0.0568  -0.2847  -0.040
H  1.8962  -1.3265  -0.0966  -0.040
H  0.2913  -1.2629  -2.9096  0.183
H  -2.3336  0.3614  -1.4032  0.183
H  -1.4887  -2.0990  1.5466  0.106
H  0.6279  0.1712  -1.6932  -0.105
H  -0.1367  1.1743  -2.5306  0.057
H  -1.9164  -2.0671  0.3026  0.007
H  1.1215  -1.1323  -1.3827  -0.247
H  -1.5555  -0.6527  1.9890  0.095
H  -0.6437  -1.1902  -1.7212  0.068
H  1.7779  0.6401  1.6835  -0.274
H  1.5840  1.0355  -0.7691  0.012
H  -2.3310  -0.9304  -0.6073  -0.312
H  2.6227  0.4475  0.4420  -0.056
H  0.3422  -1.2578  1.0917  -0.028
H  -0.5420  1.7986  1.2606  0.118
H  -1.9286  2.0932  -0.4016  0.085
H  0.1393  0.3384  0.9187  -0.112
H  1.7602  2.1375  0.2538  0.060
H  -1.5099  0.8465  1.9303  0.155
H  0.4446  -2.7068  0.6654  0.066
H  -1.6502  -0.9140  -1.8482  0.151
H  0.4403  1.2464  2.0984  -0.051
H  -0.6994  1.5666  -1.1113  0.033
H  1.5379  2.1757  2.5714  0.148

***

c | ORCA calculation (wB97M-V/def2-TZVPD) on 13 unconnected molecules or ions with the total composition H26O13.

Charge   0
Gap between HOMO and LUMO   9.4 eV

Last column: Löwdin charge in e.
CARTESIAN COORDINATES (ANGSTROEM)
O  -16.4286  16.3681  10.0214  -0.060
O  -17.4292  19.4741  12.9366  -0.058
O  -13.4169  16.0006  9.9567  -0.056
O  -14.4985  18.1280  12.9959  -0.022
O  -12.4463  21.4298  8.3902  -0.051
O  -16.4339  21.5734  11.1421  -0.062
O  -12.4354  21.9501  12.1907  -0.041
O  -12.3688  18.5980  10.8748  -0.028
O  -17.0722  16.9064  12.8276  -0.045
O  -16.5208  21.2065  7.9992  -0.036
O  -18.0438  18.5638  10.4747  -0.038
O  -14.8869  19.3894  10.3789  -0.045
O  -14.2104  19.0798  7.7163  -0.043
H  -17.7690  19.1265  11.1986  -0.009
H  -14.0055  18.9319  13.1599  0.061
H  -16.8333  17.2355  10.0222  -0.024
H  -12.4037  21.5217  11.3353  0.002
H  -11.5620  21.8158  12.5588  0.030
H  -17.2006  19.8665  13.7793  0.070
H  -16.6392  21.1164  11.9577  -0.014
H  -16.0409  20.3876  7.8751  -0.004
H  -16.1558  17.1286  12.6631  0.002
H  -11.6274  19.1114  10.5540  0.075
H  -16.7198  21.5048  7.1117  0.035
H  -17.5255  18.5406  13.1249  -0.001
H  -16.7979  15.9317  9.2537  0.039
H  -13.2180  16.9367  9.9767  -0.028
H  -12.9468  20.7050  8.0154  -0.012
H  -14.5214  19.0317  8.6203  -0.014
H  -13.4984  18.4415  7.6731  0.049
H  -13.8896  15.8733  9.1342  0.025
H  -15.9907  20.9172  10.6043  -0.029
H  -13.1083  22.0070  8.7709  0.037
H  -17.0854  15.9498  12.8586  0.069
H  -13.9361  19.3304  10.4720  -0.001
H  -12.0647  18.2301  11.7046  0.068
H  -15.2303  18.7788  11.0312  0.031
H  -18.9937  18.6739  10.4323  0.064
H  -13.8907  17.4236  13.2210  0.065

***

d | ORCA calculation (wB97M-V/def2-TZVPD) on 13 unconnected molecules or ions with the total composition H26O13.

Charge   0
Gap between HOMO and LUMO   7.6 eV

Last column: Löwdin charge in e.
CARTESIAN COORDINATES (ANGSTROEM)
O  2.3571  -0.6213  0.4425  -0.051
O  0.2563  -2.5201  1.5164  -0.039
O  -3.0426  0.6855  1.9140  -0.238
O  0.9801  -3.1400  -1.1221  -0.047
O  -0.0672  -0.2354  -0.7785  -0.085
O  -1.9854  1.6620  -0.5042  -0.064
O  0.5948  -0.2499  2.3275  -0.027
O  -1.8137  -1.8253  -1.0159  0.022
O  -0.5448  3.8210  -0.4927  -0.041
O  -2.1598  -1.6219  1.7288  0.042
O  2.0370  1.6675  1.1898  -0.054
O  1.8928  2.9034  -1.1160  -0.087
O  1.0517  1.4764  -2.7930  -0.087
H  2.8692  -1.2611  -0.0393  0.048
H  -0.8045  -0.8585  -0.7566  -0.061
H  1.8367  2.3937  -0.3196  -0.043
H  -2.6400  -0.3299  2.1192  0.039
H  1.6057  0.8085  1.1969  -0.018
H  1.2724  -2.5181  -1.7614  0.041
H  0.5238  -1.1221  2.0204  -0.078
H  0.4324  -2.5909  0.5554  0.028
H  -1.0946  -2.4853  -1.1666  0.085
H  1.4954  -0.5506  0.0518  -0.029
H  -0.3182  0.6653  -0.4437  0.069
H  1.1471  -0.4849  3.0507  0.054
H  -2.3106  1.7388  -1.4230  0.087
H  0.3485  1.5685  -3.6026  0.170
H  -1.4214  2.4321  -0.4665  -0.030
H  -2.2117  -1.9429  -1.8488  0.081
H  0.5623  0.8829  -2.1696  0.026
H  -2.8642  1.0589  0.9755  -0.002
H  0.2594  3.3484  -0.7445  -0.013
H  -0.4238  3.7144  0.4595  0.069
H  -1.4618  -2.0937  1.7059  -0.096
H  1.7417  2.3320  -1.9094  -0.047
H  1.9211  2.2125  1.9546  0.059
H  0.6144  -3.4024  1.7537  0.120
H  1.7412  -3.8046  -1.2792  0.136
H  -2.3769  -1.7130  0.7902  0.058

***

What are the relative energies? In kcal/mol: a 146.7; b 653.1; c 0.0; d 76.2.